(1)
Here is 2 unconnected molecules or ions with the total composition C26H37Br2F3N5O3 in a non-equilibrium geometry from the OMol25 dataset. Energies are from ωB97M-V/def2-TZVPD.

Properties
net charge: +1
HOMO: -0.427 Ha
Kohn-Sham gap: 7.47 eV

Geometry (Å):
C (4.38125, -2.72246, 4.54764)
C (3.79856, -2.53760, 3.11388)
C (2.36669, -2.23328, 2.92907)
C (1.76256, -2.07730, 1.60525)
C (2.54054, -2.20075, 0.36137)
C (1.93398, -2.04503, -1.07027)
N (0.53791, -1.52018, -1.07275)
C (0.26380, -0.19460, -1.40755)
C (1.39397, 0.84545, -1.75542)
C (2.30299, 1.25005, -0.52707)
C (1.57322, 2.07776, 0.59322)
F (2.59782, 2.60614, 1.40858)
Br (0.42255, 1.02621, 1.79053)
C (0.73888, 3.32300, 0.06234)
F (-0.61424, 3.04776, -0.13204)
F (1.28649, 3.94348, -1.03778)
Br (0.75996, 4.69365, 1.51417)
C (-1.11313, 0.32523, -1.46114)
C (-2.24286, -0.55323, -1.11565)
C (-1.90199, -1.94558, -0.72032)
C (-3.11135, -2.85623, -0.31196)
C (-3.88529, -2.26556, 0.97780)
N (-5.12123, -1.52850, 0.58371)
N (-4.31844, -3.34020, 1.89750)
N (-3.04339, -1.32148, 1.76532)
C (-0.49360, -2.41033, -0.72873)
C (-0.24809, -3.90130, -0.32091)
C (-0.61405, -4.23179, 1.19910)
C (-1.20409, -5.72128, 1.18765)
N (-2.42930, -6.11238, 1.86839)
O (-0.57600, -6.52137, 0.53070)
C (3.98972, -2.48497, 0.53579)
C (4.60281, -2.63856, 1.86960)
H (4.85350, -1.75969, 4.87881)
H (3.57802, -2.97927, 5.29909)
H (5.10292, -3.58519, 4.52767)
H (1.71378, -2.12078, 3.83366)
H (0.67008, -1.86663, 1.55692)
H (1.95615, -3.05377, -1.57847)
H (2.63469, -1.39863, -1.65841)
H (0.97943, 1.73214, -2.31185)
H (2.06872, 0.32412, -2.50177)
H (3.13452, 1.91101, -0.91394)
H (2.73161, 0.33379, -0.03320)
H (-1.35477, 1.36968, -1.75606)
H (-3.29236, -0.17625, -1.14765)
H (-2.83588, -3.92723, -0.15052)
H (-3.86754, -2.83140, -1.15168)
H (-4.88748, -0.61843, 0.18325)
H (-5.64617, -2.07503, -0.10289)
H (-4.90694, -2.89177, 2.60934)
H (-3.45500, -3.67666, 2.34268)
H (-3.26269, -1.45114, 2.75602)
H (-3.30246, -0.34237, 1.58121)
H (-0.95759, -4.52101, -0.94528)
H (0.78030, -4.27944, -0.53044)
H (0.32848, -4.28970, 1.81659)
H (-1.35359, -3.50595, 1.64024)
H (-3.19966, -5.86170, 1.23248)
H (-2.48010, -5.53529, 2.71270)
H (4.64797, -2.59730, -0.36248)
H (5.69664, -2.84233, 2.00595)
O (0.86449, 9.21210, -4.81392)
C (0.46163, 8.50998, -3.92613)
O (0.81254, 7.20745, -3.88700)
C (0.55684, 6.33897, -2.77951)
C (-0.82897, 5.73070, -2.87332)
C (-0.50857, 9.03767, -2.90152)
H (0.72508, 6.85127, -1.82993)
H (1.30210, 5.54550, -2.83850)
H (-1.60600, 6.49518, -2.83057)
H (-0.99415, 5.02329, -2.05812)
H (-0.94982, 5.20783, -3.82441)
H (-1.52291, 8.95668, -3.29332)
H (-0.27869, 10.08718, -2.71896)
H (-0.44481, 8.53764, -1.93679)

***

(2)
Here is a molecular structure, C41H38BrN8O6STi in a non-equilibrium geometry from the OMol25 dataset. Energies are from ωB97M-V/def2-TZVPD.

Properties
2S+1: 2
<S²>: 0.75
ΔE to the lowest compared entry with this formula, charge and spin: 0.601 eV
HOMO (alpha / beta): -0.246 / -0.298 Ha
Kohn-Sham gap (alpha / beta): 6.47 / 7.82 eV

Geometry (Å):
Ti (-0.02976, 0.01722, -0.48749)
O (-0.30268, 1.07512, -5.65443)
C (-1.50056, 0.43964, -5.43509)
C (-2.44993, 0.27283, -6.43260)
C (-3.65068, -0.36097, -6.14052)
C (-3.90158, -0.81791, -4.85438)
C (-2.93696, -0.65277, -3.86719)
C (-1.73182, -0.02832, -4.14844)
C (-0.64660, 0.05961, -3.09852)
O (-1.03446, -0.47392, -1.90140)
N (-0.24643, 1.48851, -2.82403)
N (-0.58524, 1.81224, -1.56882)
C (-0.91623, 2.99970, -1.26311)
C (-1.61544, 3.25560, -0.00454)
Br (-2.69211, 1.72985, 0.54320)
C (-1.74433, 4.32751, 0.75837)
C (-1.03088, 5.61206, 0.66153)
C (-1.50130, 6.66639, 1.44786)
C (-0.91173, 7.91767, 1.40226)
C (0.17398, 8.14380, 0.56725)
C (0.67154, 7.09861, -0.20036)
C (0.07954, 5.84627, -0.15240)
H (-0.20911, 1.26808, -6.59086)
H (-2.24697, 0.63200, -7.43863)
H (-4.38460, -0.50064, -6.92628)
H (-4.83598, -1.31583, -4.62199)
H (-3.08671, -1.03027, -2.86328)
H (0.23406, -0.44851, -3.48965)
H (-0.53278, 2.14509, -3.53281)
H (-0.84619, 3.80397, -1.99363)
H (-2.49563, 4.27494, 1.53931)
H (-2.35009, 6.49470, 2.10323)
H (-1.29830, 8.71798, 2.02025)
H (0.63324, 9.12362, 0.51835)
H (1.53532, 7.25533, -0.83503)
H (0.51958, 5.03673, -0.71726)
C (-0.76184, 0.22259, 2.80577)
N (-0.78878, -0.85051, 1.80098)
C (-0.17884, -2.08867, 2.31796)
C (1.31522, -2.12288, 2.28235)
N (2.10112, -1.09004, 2.28601)
C (3.38798, -1.61768, 2.17823)
C (4.61332, -0.96636, 2.06932)
C (5.74525, -1.74517, 1.90457)
C (5.67053, -3.14577, 1.85635)
C (4.45871, -3.80939, 1.96701)
C (3.32796, -3.01516, 2.12326)
N (1.97859, -3.31184, 2.21428)
C (0.17484, 1.29376, 2.35697)
N (0.53278, 1.44850, 1.11335)
C (1.46586, 2.50335, 1.11390)
C (2.23473, 3.05828, 0.08897)
C (3.09389, 4.09169, 0.42070)
C (3.19452, 4.57803, 1.73154)
C (2.44659, 4.03095, 2.75665)
C (1.59374, 2.98827, 2.41566)
N (0.75738, 2.18687, 3.18132)
H (-1.74794, 0.65521, 2.94407)
H (-0.43087, -0.16051, 3.77096)
H (-1.71601, -1.08194, 1.47823)
H (-0.47725, -2.26396, 3.35639)
H (-0.57291, -2.89837, 1.71934)
H (4.66427, 0.11716, 2.08783)
H (6.71186, -1.26723, 1.79435)
H (6.58019, -3.72022, 1.72139)
H (4.39918, -4.89192, 1.92374)
H (1.56075, -4.22032, 2.07430)
H (2.18568, 2.65796, -0.91120)
H (3.71462, 4.53244, -0.35137)
H (3.88442, 5.38674, 1.94867)
H (2.53718, 4.39087, 3.77544)
H (0.61286, 2.25564, 4.17075)
C (2.00043, -7.86529, 1.67381)
C (1.37075, -6.71417, 0.92800)
C (2.02099, -6.10911, -0.14607)
C (1.45900, -5.02870, -0.81167)
C (0.23755, -4.51211, -0.39124)
C (-0.44648, -5.13811, 0.64384)
C (0.11404, -6.23132, 1.29186)
S (-0.36152, -2.95416, -1.05458)
O (-1.56382, -2.67099, -0.28958)
O (-0.46150, -3.17424, -2.47466)
N (0.76540, -1.89814, -0.59470)
C (1.99276, -1.90352, -1.42360)
C (2.53250, -0.48635, -1.56293)
O (3.64536, -0.26958, -1.98388)
O (1.67175, 0.43901, -1.18697)
H (2.90808, -8.20632, 1.17544)
H (1.31242, -8.71099, 1.74624)
H (2.26526, -7.57406, 2.69362)
H (2.98513, -6.48914, -0.46867)
H (1.96538, -4.60123, -1.66864)
H (-1.42677, -4.76655, 0.92416)
H (-0.43651, -6.72475, 2.08780)
H (1.79293, -2.28033, -2.42769)
H (2.78701, -2.50804, -0.98734)

***

(3)
Here is 4 unconnected molecules or ions with the total composition C3H5NO2 in a non-equilibrium geometry from the OMol25 dataset. Energies are from ωB97M-V/def2-TZVPD.

Properties
ΔE to the lowest compared entry with this formula, charge and spin: 9.760 eV
HOMO: -0.376 Ha
Kohn-Sham gap: 9.97 eV

Geometry (Å):
C (1.33747, 1.50422, -0.82386)
C (0.57757, 0.20931, -0.67564)
C (-1.53212, -0.75285, 1.80649)
H (1.85494, 1.22043, -2.36171)
H (0.26690, 2.71537, -0.72639)
H (2.43082, 1.30630, 0.33770)
H (-2.46091, -1.50581, 1.90791)
H (-1.14278, -0.06233, 2.73899)
N (-1.09306, -0.87217, 0.56272)
O (0.64592, -0.66560, -1.46497)
O (-0.09530, 0.24900, 0.50529)